A cluster of 8 separate species, C45H100N8O9 in total. Source: the Open Molecules 2025 dataset; level of theory: ωB97M-V/def2-TZVPD.

As for the orbital gap: 0.3180 Ha. The total energy is -2888.82821 hartree.

Geometry as ORCA input:
```
! RIJCOSX wB97M-V def2-TZVPD def2/J DEFGRID3
* xyz 2 1
C 2.56029 3.24745 2.29068
C 3.38217 3.00525 1.04815
C 2.88190 3.73829 -0.19890
C 1.55986 3.19028 -0.68624
N 1.31151 3.38864 -2.14321
C 1.21082 4.82397 -2.47749
C 0.26654 4.98282 -3.69181
C -0.57176 3.70746 -3.73372
C -0.13311 2.86556 -2.47859
C 2.26055 2.57773 -2.99524
H 2.60203 2.30769 2.79204
H 1.48553 3.36802 2.15133
H 2.86986 4.13244 2.84528
H 3.38342 1.89706 0.80342
H 4.39602 3.32768 1.23628
H 3.63261 3.60822 -0.98564
H 2.78401 4.80853 -0.03976
H 0.70331 3.67123 -0.20672
H 1.44577 2.12610 -0.50497
H 2.20548 5.26324 -2.57663
H 0.83289 5.35164 -1.61930
H 0.85741 5.04991 -4.60969
H -0.25923 5.89323 -3.63395
H -0.32899 3.14815 -4.67770
H -1.65255 3.72940 -3.71763
H -0.07413 1.76242 -2.57287
H -0.71356 3.02575 -1.58199
H 3.22090 2.98972 -3.12373
H 1.70211 2.32729 -3.91365
H 2.35439 1.72640 -2.33601
C -1.21722 -1.82310 -0.39960
C -1.80794 -0.51187 -0.01633
C -3.32123 -0.17284 -0.31766
C -3.32691 1.34302 -0.53765
N -4.63066 2.06742 -0.80731
C -5.69421 1.60468 0.20916
C -6.97807 2.07646 -0.47772
C -6.75916 2.03558 -1.99870
C -5.22426 1.77051 -2.13339
C -4.48454 3.55646 -0.50689
H -1.37106 -2.06214 -1.43948
H -1.64876 -2.67257 0.12977
H -0.14000 -1.75569 -0.18582
H -1.34144 0.40525 -0.44405
H -1.77152 -0.27713 1.07808
H -4.01404 -0.52795 0.47715
H -3.50255 -0.73708 -1.21102
H -2.79851 1.43506 -1.44984
H -2.88085 1.75828 0.35679
H -5.47347 2.05240 1.14030
H -5.65921 0.55884 0.31365
H -7.23794 3.07712 -0.12752
H -7.80699 1.42766 -0.13461
H -6.99188 3.04711 -2.41910
H -7.35452 1.41768 -2.56457
H -4.73799 2.37253 -2.95546
H -5.06782 0.74653 -2.40032
H -3.73736 4.02742 -1.08681
H -4.24259 3.70922 0.57645
H -5.45521 4.09298 -0.73005
C 2.82924 -0.54606 -6.18380
C 1.46454 0.04098 -6.63918
C 0.73601 -1.11135 -7.41858
C -0.64518 -0.66606 -7.85695
N -1.56215 -1.70929 -8.36618
C -2.85940 -1.20460 -8.77591
C -3.95697 -2.30136 -8.51143
C -3.18613 -3.35032 -7.75394
C -1.96177 -2.65615 -7.18005
C -0.86951 -2.45914 -9.50057
H 3.44588 0.26151 -5.81028
H 3.30210 -0.92369 -7.12882
H 2.60582 -1.30303 -5.38568
H 1.67422 0.87872 -7.35162
H 0.82276 0.36780 -5.83834
H 0.66623 -1.96934 -6.75661
H 1.34620 -1.36993 -8.24933
H -0.56423 0.11843 -8.58335
H -1.16673 -0.28695 -7.00791
H -2.76417 -0.96948 -9.84638
H -3.17904 -0.30496 -8.24890
H -4.26958 -2.68786 -9.53623
H -4.89212 -1.93888 -8.05554
H -2.87527 -4.20414 -8.36856
H -3.78846 -3.69231 -6.92070
H -1.11939 -3.31885 -6.97411
H -2.25553 -2.03729 -6.32445
H -1.43525 -3.31218 -9.85402
H 0.09317 -2.67225 -9.15993
H -1.00117 -1.83557 -10.37980
C 1.88760 -2.56221 9.15212
C 2.23867 -1.32470 8.41685
C 1.05566 -0.31419 8.52999
C 1.25140 0.94395 7.60069
N -0.01587 1.60556 7.09160
C -0.90240 0.73012 6.25475
C -1.74942 1.77085 5.39179
C -0.78117 2.89158 5.18037
C 0.40648 2.72610 6.16968
C -0.72472 2.23086 8.21987
H 1.55329 -2.34776 10.17360
H 2.70591 -3.30228 9.17839
H 1.01001 -3.06166 8.65423
H 2.38975 -1.50287 7.33435
H 3.12937 -0.84887 8.77962
H 0.87339 -0.05673 9.52845
H 0.12646 -0.80724 8.36959
H 1.80467 0.60491 6.70488
H 1.84483 1.76785 8.01330
H -1.39712 0.04078 6.88555
H -0.30342 0.05975 5.68540
H -2.68745 2.04122 5.83503
H -2.09846 1.24392 4.51854
H -1.41582 3.75049 5.36130
H -0.35344 2.97792 4.12560
H 0.70308 3.57945 6.81034
H 1.21946 2.38100 5.54849
H -1.68137 2.61984 7.80882
H -0.11985 3.01422 8.71720
H -0.96389 1.48995 9.00635
C 6.45536 -1.90411 2.46078
C 6.21627 -3.10031 1.56998
C 4.73008 -3.34628 1.25482
C 3.94064 -3.53556 2.51808
N 2.70041 -4.41389 2.39482
C 1.89865 -4.41682 3.72305
C 1.50101 -5.88359 3.85202
C 1.97481 -6.68962 2.66747
C 3.12084 -5.82461 2.09794
C 1.92113 -3.80670 1.26455
H 5.91593 -1.02682 2.11250
H 7.52159 -1.55871 2.55438
H 6.18679 -2.11850 3.50534
H 6.73922 -3.92811 2.14061
H 6.71679 -2.99902 0.58465
H 4.52529 -4.24038 0.69166
H 4.30009 -2.58165 0.64528
H 3.55951 -2.55240 2.88253
H 4.39334 -4.05042 3.37208
H 1.03934 -3.79476 3.65857
H 2.42467 -4.06693 4.57035
H 0.40857 -6.03097 3.83753
H 1.95355 -6.22129 4.71066
H 1.25718 -6.76656 1.90222
H 2.24858 -7.66771 2.95574
H 3.23983 -5.98412 1.05691
H 4.07742 -6.01940 2.59757
H 2.39971 -3.81990 0.26538
H 1.66942 -2.79514 1.47255
H 0.96109 -4.25893 1.22104
N 1.85375 -0.48015 3.77997
O 1.14527 -1.42339 4.07114
O 1.78850 0.53542 4.46104
O 2.60922 -0.53968 2.75440
N -1.82813 3.18591 1.81839
O -2.81399 2.60800 2.32606
O -0.62928 2.81747 2.04697
O -2.00010 4.20112 1.11921
N -2.32562 0.02228 -4.17738
O -2.50074 1.00095 -3.38320
O -3.27759 -0.65892 -4.45963
O -1.15620 -0.12744 -4.57680
*
```

Results of the Mulliken charge analysis, in e, for atoms 1 through 2:
1 C -0.345
2 C -0.589